# 1
Density functional theory data (ωB97M-V/def2-TZVPD) for a gas-phase ion, C4H8ClN2O2S (charge +1) at a distorted geometry.

Output
**Charge**: +1
**Electronic energy**: -1275.294994 a.u.
**Energy above the lowest of the compared OMol25 structures with the same formula, charge and spin**: 21.7 kcal per mole

Atoms and positions in Å:
C (-0.607, -0.246, -0.900)
C (0.356, -1.439, 0.842)
C (1.252, -0.231, 0.497)
C (-1.414, 0.453, -1.995)
N (-0.773, -1.260, -0.052)
N (0.670, 0.252, -0.739)
O (1.089, 0.823, 3.056)
O (-0.550, 1.328, 1.322)
S (0.797, 1.041, 1.713)
Cl (1.914, 2.555, 0.985)
H (0.627, -2.502, 0.778)
H (0.053, -1.363, 1.802)
H (2.302, -0.629, 0.392)
H (-1.704, 1.415, -1.416)
H (-2.268, -0.247, -2.308)
H (-0.917, 0.557, -2.853)
H (-1.633, -1.721, -0.125)
H (0.806, 1.216, -0.998)

Here is what Löwdin gives for the atomic charges, in e: -0.2287 -0.0760 -0.3092 0.0713 0.1480 0.0613 -0.2477 -0.3085 0.3593 0.4962 0.1611 0.0855 0.1771 0.1538 0.1322 0.0427 0.1634 0.1183

=====

# 2
Density functional theory data (ωB97M-V/def2-TZVPD) for a molecular structure, C22H22AsF6N4O8Ru.

Output
**<S²>**: 6.030
**Multiplicity**: 5
**Charge**: +1
**Electronic energy**: -4602.181238 a.u.
**Energy above the lowest of the compared OMol25 structures with the same formula, charge and spin**: 0.0 kcal per mole

Atoms and positions in Å:
Ru (0.283, 0.748, -0.678)
C (2.832, 1.876, 2.010)
C (3.164, 1.437, 0.633)
N (2.343, 0.946, -0.294)
C (3.105, 0.652, -1.412)
C (4.401, 0.956, -1.150)
N (4.405, 1.445, 0.130)
C (5.700, 0.875, -1.887)
O (5.674, 0.385, -3.106)
O (6.690, 1.261, -1.326)
C (2.429, 0.136, -2.622)
O (3.050, -0.240, -3.597)
O (1.127, 0.086, -2.506)
H (1.805, 2.221, 2.064)
H (3.481, 2.699, 2.304)
H (2.980, 1.053, 2.712)
H (5.252, 1.771, 0.579)
H (4.766, 0.115, -3.392)
F (0.653, 2.751, -1.705)
As (0.228, 4.070, -0.534)
F (0.347, 5.257, -1.725)
F (-1.413, 3.714, -0.912)
F (-0.215, 5.059, 0.770)
F (0.149, 2.613, 0.618)
F (1.897, 4.136, -0.141)
O (-3.220, -0.901, -1.231)
C (-2.631, -0.040, -0.625)
O (-1.541, 0.522, -1.198)
C (-2.979, 0.389, 0.749)
C (-3.561, -0.566, 1.582)
C (-3.842, -0.250, 2.898)
C (-3.547, 1.027, 3.341)
C (-3.008, 2.003, 2.525)
C (-2.717, 1.674, 1.210)
N (-3.822, 1.360, 4.760)
O (-4.335, 0.498, 5.439)
O (-3.503, 2.463, 5.140)
H (-3.783, -1.550, 1.194)
H (-4.284, -0.964, 3.577)
H (-2.824, 2.994, 2.915)
H (-2.309, 2.422, 0.546)
C (-2.067, -3.407, -2.156)
N (-1.005, -2.393, -2.409)
C (-0.624, -2.367, -3.853)
C (0.206, -2.640, -1.545)
C (0.032, -2.257, -0.096)
C (-0.186, -3.262, 0.840)
C (-0.301, -2.987, 2.198)
C (-0.170, -1.689, 2.659)
C (0.085, -0.669, 1.752)
C (0.167, -0.944, 0.390)
H (-2.957, -3.124, -2.707)
H (-2.295, -3.425, -1.094)
H (-1.694, -4.373, -2.491)
H (-1.408, -1.476, -2.182)
H (-0.185, -3.329, -4.109)
H (0.091, -1.563, -4.008)
H (-1.522, -2.199, -4.441)
H (1.027, -2.095, -1.997)
H (0.410, -3.707, -1.628)
H (-0.262, -4.288, 0.499)
H (-0.484, -3.795, 2.894)
H (-0.256, -1.465, 3.713)
H (0.174, 0.351, 2.116)

Here is what Löwdin gives for the atomic charges, in e: 1.7554 0.0215 -0.2985 0.0151 -0.1132 -0.0378 0.2163 -0.4647 0.1707 0.1457 -0.5304 0.1135 -0.1480 0.0614 0.1042 0.1008 0.1917 0.0882 -0.3155 0.7861 -0.1644 -0.2180 -0.1808 -0.3665 -0.2015 0.1175 -0.4881 -0.2012 -0.1431 0.0099 0.0248 -0.1184 0.0390 0.0000 -0.3492 0.0967 0.1027 0.1277 0.1277 0.1323 0.0888 0.0092 -0.1689 0.0332 -0.0720 -0.1996 -0.0185 -0.0311 -0.0430 -0.0949 -0.2027 0.1104 0.0971 0.1139 0.1207 0.1153 0.0934 0.1165 0.1107 0.1423 0.1267 0.1220 0.1235 0.0976

=====

# 3
Density functional theory data (ωB97M-V/def2-TZVPD) for C3H2O3 in the gas phase.

Output
**Charge**: 0
**Electronic energy**: -341.177702 a.u.
**Energy above the lowest of the compared OMol25 structures with the same formula, charge and spin**: 37.1 kcal per mole

Atoms and positions in Å:
O (0.683, 0.912, 1.399)
C (-0.275, 0.196, 1.235)
C (-0.448, -0.473, -0.124)
O (-1.244, -1.348, -0.340)
C (0.536, 0.097, -1.151)
O (0.232, 1.071, -1.785)
H (-0.994, -0.041, 2.034)
H (1.510, -0.414, -1.267)

Here is what Löwdin gives for the atomic charges, in e: 0.0983 -0.1464 -0.3005 0.1450 -0.1727 0.1035 0.1353 0.1375

=====

# 4
Density functional theory data (ωB97M-V/def2-TZVPD) for C13H12FNO2S2 in the gas phase.

Output
**Charge**: 0
**Electronic energy**: -1604.054513 a.u.

Atoms and positions in Å:
C (-3.397, -0.126, -2.161)
H (-3.668, -1.094, -1.751)
H (-2.399, -0.149, -2.588)
H (-4.116, 0.171, -2.919)
S (-3.509, 1.140, -0.865)
C (-2.449, 0.536, 0.408)
C (-1.601, -0.544, 0.233)
C (-0.771, -0.947, 1.273)
C (-0.807, -0.285, 2.494)
C (-1.670, 0.787, 2.663)
C (-2.480, 1.209, 1.629)
H (-3.146, 2.048, 1.753)
H (-1.702, 1.301, 3.611)
H (-0.170, -0.610, 3.303)
N (0.099, -2.018, 1.051)
S (1.025, -2.050, -0.352)
O (2.081, -2.976, -0.083)
O (0.178, -2.265, -1.483)
C (1.666, -0.378, -0.402)
C (1.070, 0.566, -1.215)
C (1.506, 1.879, -1.170)
C (2.539, 2.201, -0.304)
C (3.152, 1.258, 0.506)
C (2.699, -0.048, 0.455)
H (3.148, -0.823, 1.056)
H (3.960, 1.553, 1.156)
F (2.966, 3.473, -0.250)
H (1.063, 2.644, -1.786)
H (0.282, 0.260, -1.883)
H (0.642, -2.302, 1.852)
H (-1.554, -1.096, -0.689)

Here is what Löwdin gives for the atomic charges, in e: -0.3850 0.0448 0.0301 0.0319 0.8928 -0.5381 -0.0645 -0.3068 -0.0294 -0.0780 -0.1235 0.0992 0.1067 0.1096 -0.0500 0.6670 -0.2809 -0.2771 -0.2764 -0.0442 0.0223 -0.2624 0.0128 -0.0467 0.1185 0.1225 0.0733 0.1248 0.1107 0.1181 0.0779

=====

# 5
Density functional theory data (ωB97M-V/def2-TZVPD) for a molecular structure, CdCl2F2O4 at a distorted geometry.

Output
**Charge**: -2
**Electronic energy**: -1588.112705 a.u.

Atoms and positions in Å:
Cd (3.531, 5.535, 3.245)
Cl (5.872, 7.645, 2.570)
Cl (6.262, 3.531, 1.710)
O (5.573, 2.703, 3.862)
O (6.142, 5.308, 2.905)
O (6.140, 6.114, 4.599)
O (2.105, 1.569, 3.511)
F (2.214, 6.688, 2.911)
F (2.259, 4.048, 2.946)

Here is what Löwdin gives for the atomic charges, in e: 1.3918 -0.1424 0.1677 -0.4841 -0.8053 -0.5720 -0.1838 -0.7347 -0.6373

=====

# 6
Density functional theory data (ωB97M-V/def2-TZVPD) for 10 unconnected molecules or ions with the total composition C40H120N22O14P6 at a distorted geometry.

Output
**Charge**: 0
**Electronic energy**: -5901.885178 a.u.

Atoms and positions in Å:
C (-14.351, 8.135, 1.046)
N (-13.015, 8.854, 1.023)
O (-13.076, 10.003, 0.635)
O (-12.025, 8.320, 1.458)
H (-14.728, 8.034, 0.029)
H (-15.090, 8.582, 1.711)
H (-14.166, 7.172, 1.522)
C (-17.560, 9.799, -3.817)
N (-18.045, 9.829, -2.366)
O (-17.493, 10.596, -1.574)
O (-19.017, 9.144, -2.114)
H (-18.318, 10.405, -4.313)
H (-17.645, 8.815, -4.277)
H (-16.590, 10.292, -3.889)
C (-11.775, 13.836, -2.071)
N (-11.428, 12.942, -3.210)
O (-12.360, 12.556, -3.951)
O (-10.274, 12.536, -3.360)
H (-12.818, 13.687, -1.791)
H (-11.786, 14.836, -2.505)
H (-11.040, 13.764, -1.270)
C (-22.086, 8.032, -8.819)
N (-20.930, 8.584, -8.098)
O (-21.134, 8.766, -6.929)
O (-19.921, 8.903, -8.743)
H (-22.935, 8.598, -8.437)
H (-22.173, 6.996, -8.490)
H (-22.008, 8.126, -9.902)
O (-26.468, 4.302, -1.156)
P (-25.778, 4.234, -2.498)
N (-24.077, 4.436, -2.439)
C (-23.569, 5.821, -2.469)
C (-23.193, 3.396, -2.060)
N (-26.345, 5.358, -3.645)
C (-27.602, 6.143, -3.359)
C (-25.745, 5.601, -4.977)
N (-26.121, 2.766, -3.349)
C (-25.234, 2.242, -4.457)
C (-27.457, 2.227, -3.255)
H (-22.481, 5.752, -2.496)
H (-23.722, 6.450, -1.592)
H (-23.818, 6.332, -3.399)
H (-22.191, 3.762, -1.833)
H (-22.929, 2.695, -2.852)
H (-23.506, 2.935, -1.123)
H (-27.789, 6.268, -2.292)
H (-27.447, 7.173, -3.679)
H (-28.432, 5.654, -3.870)
H (-26.493, 5.361, -5.733)
H (-25.453, 6.649, -5.049)
H (-24.879, 4.951, -5.094)
H (-25.761, 2.179, -5.409)
H (-24.355, 2.870, -4.607)
H (-24.825, 1.257, -4.232)
H (-27.512, 1.147, -3.397)
H (-28.079, 2.660, -4.039)
H (-27.769, 2.422, -2.229)
O (-22.713, 8.893, 5.976)
P (-23.052, 7.762, 5.090)
N (-21.789, 7.317, 3.991)
C (-21.735, 5.956, 3.380)
C (-20.979, 8.428, 3.346)
N (-24.295, 8.043, 4.004)
C (-24.798, 7.203, 2.899)
C (-25.120, 9.106, 4.362)
N (-23.435, 6.334, 5.753)
C (-24.801, 6.043, 6.198)
C (-22.375, 5.610, 6.518)
H (-22.602, 5.309, 3.513)
H (-20.869, 5.358, 3.666)
H (-21.590, 5.987, 2.300)
H (-20.752, 9.148, 4.132)
H (-21.612, 8.811, 2.545)
H (-20.117, 7.992, 2.841)
H (-25.803, 6.814, 3.060)
H (-24.831, 7.813, 1.996)
H (-24.124, 6.367, 2.716)
H (-25.949, 9.240, 3.667)
H (-25.424, 8.977, 5.401)
H (-24.605, 10.056, 4.501)
H (-25.217, 6.676, 6.982)
H (-25.536, 6.296, 5.433)
H (-24.979, 5.002, 6.467)
H (-21.372, 5.808, 6.138)
H (-22.464, 4.526, 6.444)
H (-22.240, 6.059, 7.502)
O (-14.126, 9.945, 5.706)
P (-15.250, 10.669, 6.384)
N (-14.828, 11.337, 7.971)
C (-14.887, 10.478, 9.214)
C (-13.943, 12.492, 8.103)
N (-16.688, 9.684, 6.552)
C (-17.694, 10.015, 7.543)
C (-16.495, 8.213, 6.359)
N (-15.748, 12.043, 5.524)
C (-16.994, 12.690, 5.940)
C (-15.319, 12.187, 4.161)
H (-14.859, 9.430, 8.915)
H (-15.798, 10.725, 9.760)
H (-14.045, 10.592, 9.896)
H (-14.058, 13.156, 7.246)
H (-12.910, 12.207, 8.300)
H (-14.239, 13.027, 9.006)
H (-18.396, 10.677, 7.035)
H (-18.376, 9.218, 7.839)
H (-17.333, 10.550, 8.422)
H (-16.313, 8.004, 5.305)
H (-15.820, 7.776, 7.095)
H (-17.353, 7.552, 6.485)
H (-17.233, 13.601, 5.390)
H (-17.834, 12.031, 5.720)
H (-16.882, 13.017, 6.973)
H (-14.231, 12.141, 4.106)
H (-15.694, 13.117, 3.734)
H (-15.688, 11.394, 3.511)
O (-21.175, 3.163, -7.345)
P (-19.997, 2.274, -7.523)
N (-18.986, 2.389, -6.198)
C (-18.828, 3.707, -5.478)
C (-17.798, 1.540, -5.961)
N (-18.976, 2.539, -8.832)
C (-19.308, 3.609, -9.725)
C (-17.781, 1.761, -9.211)
N (-20.364, 0.593, -7.634)
C (-21.106, 0.205, -8.828)
C (-20.672, -0.122, -6.349)
H (-19.697, 4.325, -5.706)
H (-17.972, 4.293, -5.814)
H (-18.802, 3.533, -4.402)
H (-17.685, 1.348, -4.894)
H (-16.965, 2.104, -6.383)
H (-17.897, 0.582, -6.472)
H (-18.673, 3.631, -10.611)
H (-20.267, 3.458, -10.220)
H (-19.296, 4.603, -9.276)
H (-17.924, 1.319, -10.197)
H (-16.886, 2.374, -9.108)
H (-17.714, 0.928, -8.511)
H (-21.386, -0.848, -8.829)
H (-22.022, 0.786, -8.932)
H (-20.461, 0.395, -9.686)
H (-20.316, 0.475, -5.510)
H (-20.117, -1.060, -6.314)
H (-21.750, -0.282, -6.371)
O (-12.683, 4.816, -5.589)
P (-11.725, 5.512, -6.429)
N (-10.656, 4.549, -7.342)
C (-9.377, 4.058, -6.852)
C (-11.256, 3.811, -8.478)
N (-10.636, 6.475, -5.483)
C (-9.507, 7.286, -6.035)
C (-10.985, 6.887, -4.111)
N (-12.540, 6.509, -7.572)
C (-14.002, 6.394, -7.750)
C (-11.779, 7.532, -8.359)
H (-8.526, 4.618, -7.241)
H (-9.068, 3.054, -7.143)
H (-9.335, 4.027, -5.763)
H (-10.476, 3.752, -9.237)
H (-12.121, 4.301, -8.924)
H (-11.459, 2.805, -8.111)
H (-8.778, 7.456, -5.243)
H (-9.043, 6.760, -6.869)
H (-9.875, 8.226, -6.447)
H (-11.648, 6.151, -3.656)
H (-10.007, 6.959, -3.633)
H (-11.507, 7.839, -4.205)
H (-14.295, 5.407, -8.108)
H (-14.441, 6.564, -6.766)
H (-14.273, 7.249, -8.369)
H (-11.715, 8.490, -7.842)
H (-12.324, 7.639, -9.297)
H (-10.781, 7.108, -8.467)
O (-24.662, 15.745, -1.621)
P (-23.452, 14.850, -1.567)
N (-22.448, 15.032, -0.124)
C (-22.339, 16.344, 0.503)
C (-21.389, 14.082, 0.267)
N (-22.272, 15.163, -2.753)
C (-22.139, 16.523, -3.328)
C (-21.087, 14.304, -2.891)
N (-23.744, 13.189, -1.630)
C (-23.672, 12.305, -2.821)
C (-24.233, 12.562, -0.400)
H (-21.407, 16.833, 0.219)
H (-22.367, 16.280, 1.590)
H (-23.116, 17.055, 0.224)
H (-21.282, 14.109, 1.352)
H (-20.396, 14.374, -0.076)
H (-21.623, 13.110, -0.167)
H (-21.794, 17.293, -2.638)
H (-21.437, 16.528, -4.162)
H (-23.081, 16.869, -3.752)
H (-20.184, 14.687, -2.415)
H (-21.262, 13.292, -2.524)
H (-20.836, 14.351, -3.951)
H (-23.426, 12.880, -3.714)
H (-22.940, 11.522, -2.621)
H (-24.698, 11.976, -2.983)
H (-23.676, 11.683, -0.077)
H (-25.253, 12.227, -0.594)
H (-24.394, 13.331, 0.355)

These are the Löwdin partial charges, in e, on atoms 1 to 99: 0.0477 -0.4436 0.0443 0.0759 0.0944 0.0914 0.0881 0.0575 -0.4346 0.0443 0.0490 0.0950 0.0942 0.0933 0.0404 -0.4163 0.0234 0.0518 0.0988 0.0991 0.1019 0.0343 -0.4557 0.0667 0.0493 0.1003 0.1048 0.0993 -0.3240 0.6108 -0.3003 -0.0926 -0.1400 -0.3096 -0.0874 -0.1108 -0.3038 -0.1037 -0.1340 0.0746 0.0800 0.0586 0.0774 0.0700 0.0885 0.0683 0.0696 0.0739 0.0803 0.0720 0.0626 0.0754 0.0489 0.0707 0.0771 0.0748 0.0731 -0.2738 0.4994 -0.2852 -0.1456 -0.0720 -0.3185 -0.0753 -0.1692 -0.2924 -0.0975 -0.0924 0.0623 0.0662 0.0708 0.0685 0.0674 0.0706 0.0801 0.0819 0.0564 0.0904 0.0714 0.0764 0.0795 0.0633 0.0854 0.0633 0.0859 0.0826 -0.3131 0.6363 -0.3013 -0.0984 -0.1315 -0.2672 -0.1397 -0.1186 -0.3237 -0.1116 -0.1265 0.0711 0.0622

=====

# 7
Density functional theory data (ωB97M-V/def2-TZVPD) for a molecular structure, C8H7MnO6 at a distorted geometry.

Output
**<S²>**: 6.053
**Multiplicity**: 5
**Charge**: +2
**Electronic energy**: -1910.606657 a.u.
**Energy above the lowest of the compared OMol25 structures with the same formula, charge and spin**: 0.0 kcal per mole

Atoms and positions in Å:
O (4.541, 1.366, -4.793)
C (3.642, 1.189, -4.108)
Mn (1.092, 0.170, -0.728)
O (0.412, 1.264, -3.393)
C (0.717, 0.836, -2.357)
C (1.904, -0.477, 0.780)
O (1.987, -0.895, 1.872)
C (1.235, 1.895, -0.122)
O (1.387, 2.973, 0.271)
C (0.923, -1.512, -1.438)
O (0.900, -2.583, -1.876)
H (2.522, 0.265, -1.294)
C (-1.589, -1.473, 2.298)
C (-1.673, -0.363, 1.302)
C (-2.881, 0.521, 1.356)
O (-0.786, -0.179, 0.455)
H (-2.488, -1.490, 2.909)
H (-0.733, -1.325, 2.964)
H (-1.508, -2.434, 1.783)
H (-2.605, 1.555, 1.611)
H (-3.413, 0.508, 0.394)
H (-3.587, 0.190, 2.114)

Here is what Löwdin gives for the atomic charges, in e: 0.0679 0.0184 0.4526 0.2864 -0.0967 -0.0210 0.2788 -0.0385 0.3031 -0.0396 0.3030 0.1419 0.0359 -0.3647 0.0343 -0.0324 0.1004 0.1110 0.1193 0.1204 0.1211 0.0984

=====

# 8
Density functional theory data (ωB97M-V/def2-TZVPD) for a gas-phase ion, C5H11N2S (charge +1) at a distorted geometry.

Output
**Charge**: +1
**Electronic energy**: -704.490807 a.u.
**Energy above the lowest of the compared OMol25 structures with the same formula, charge and spin**: 62.6 kcal per mole

Atoms and positions in Å:
C (-1.586, 1.572, -0.182)
C (-2.591, 0.570, -0.613)
C (-0.245, -0.200, 0.389)
C (0.195, -0.696, 1.777)
C (1.737, 0.141, -1.061)
N (-0.468, 1.206, 0.222)
N (0.575, -0.823, -0.705)
S (-2.076, -1.152, -0.175)
H (-1.739, 2.629, -0.053)
H (-3.449, 0.602, 0.025)
H (-2.848, 0.841, -1.645)
H (-0.174, -0.164, 2.613)
H (1.367, -0.714, 1.744)
H (0.001, -1.713, 1.772)
H (2.605, -0.246, -0.521)
H (1.881, 0.085, -2.113)
H (1.470, 1.064, -0.609)
H (0.999, -1.713, -0.316)
H (-0.018, -0.711, -1.560)

Here is what Löwdin gives for the atomic charges, in e: -0.1530 -0.4353 -0.5599 -0.0109 0.0408 0.0619 0.0083 0.8571 0.1395 0.0580 0.1015 0.0888 0.1319 0.0482 0.1051 0.0953 0.0725 0.1992 0.1511

=====

# 9
Density functional theory data (ωB97M-V/def2-TZVPD) for C5H8O in the gas phase at a distorted geometry.

Output
**Charge**: 0
**Electronic energy**: -270.502190 a.u.
**Energy above the lowest of the compared OMol25 structures with the same formula, charge and spin**: 35.0 kcal per mole

Atoms and positions in Å:
C (1.470, -0.476, 0.340)
C (0.687, 0.550, -0.475)
O (-0.114, -0.165, -1.416)
C (-1.201, -0.646, -0.659)
C (-1.466, 0.451, 0.341)
C (-0.323, 1.109, 0.509)
H (0.698, -1.198, 0.702)
H (2.169, -1.063, -0.255)
H (1.972, 0.006, 1.189)
H (1.273, 1.293, -1.040)
H (-1.993, -0.992, -1.324)
H (-0.856, -1.525, -0.023)
H (-2.366, 0.495, 0.941)
H (-0.030, 1.747, 1.338)

Here is what Löwdin gives for the atomic charges, in e: -0.0478 -0.3708 -0.1077 -0.2177 -0.0542 -0.0556 0.0772 0.0815 0.0861 0.1501 0.1221 0.1191 0.1038 0.1138